[1]
Here is a structure of composition C33H34FeN8O5S2 at a distorted geometry from OMol25. Energies are from the ωB97M-V functional and the def2-TZVPD basis.

Geometry as XYZ:
```
83
Properties=species:S:1:pos:R:3:forces:R:3
Fe -0.456 -0.441 0.127 -1.89 0.86 -4.06
C -4.737 -3.316 -1.372 -0.47 -0.05 -0.32
N -3.616 -3.145 -0.472 0.51 0.28 0.10
C -3.560 -4.110 0.610 0.19 -0.30 0.45
C -2.674 -2.228 -0.568 -0.52 0.02 -0.43
O -1.722 -2.134 0.230 -0.27 -0.55 0.05
C -2.725 -1.181 -1.680 -0.20 -0.71 -0.18
O -1.868 -0.119 -1.258 -1.11 0.20 -1.00
C -2.361 1.186 -1.548 0.00 0.79 -0.08
C -1.811 2.103 -0.455 -0.47 0.19 -0.43
O -0.913 1.637 0.269 -0.07 0.61 0.24
N -2.328 3.309 -0.325 0.35 -0.40 0.07
C -3.411 3.835 -1.131 -0.45 0.06 -0.30
C -1.871 4.193 0.728 0.36 0.17 0.47
H -5.669 -3.099 -0.844 0.06 0.02 -0.06
H -4.667 -2.686 -2.252 0.03 0.02 -0.05
H -4.777 -4.355 -1.703 0.05 0.07 -0.02
H -4.525 -4.156 1.111 -0.03 0.04 -0.02
H -3.325 -5.101 0.222 0.00 0.00 -0.04
H -2.793 -3.805 1.317 -0.11 -0.12 0.03
H -2.345 -1.613 -2.615 -0.14 0.10 0.11
H -3.745 -0.819 -1.833 0.22 0.05 -0.03
H -2.012 1.513 -2.537 -0.13 -0.05 0.16
H -3.455 1.205 -1.534 0.13 -0.14 -0.06
H -3.414 3.424 -2.135 0.03 0.00 -0.10
H -4.373 3.636 -0.654 0.01 0.02 -0.02
H -3.295 4.915 -1.210 0.04 -0.06 -0.06
H -1.224 3.640 1.403 -0.02 0.11 0.03
H -1.321 5.032 0.301 -0.01 -0.01 0.00
H -2.730 4.581 1.274 -0.01 -0.02 -0.01
O -0.346 -0.301 7.301 -0.50 0.11 0.05
N -1.186 -0.138 6.443 -0.45 0.20 1.52
O -2.361 0.143 6.630 0.76 -0.18 0.36
C -0.735 -0.292 5.092 2.71 -0.73 -1.42
C 0.608 -0.647 4.930 -2.48 0.67 1.45
C 1.148 -0.827 3.670 0.40 -0.16 -2.32
C 2.510 -1.204 3.484 -1.04 0.29 0.35
C 3.012 -1.340 2.222 -0.24 0.03 -0.88
C 2.158 -1.125 1.131 0.75 -0.25 0.90
N 0.881 -0.805 1.294 2.63 -0.77 1.57
C 0.342 -0.643 2.483 1.06 -0.19 3.81
C -1.036 -0.302 2.642 -0.79 0.24 2.93
N -1.821 -0.181 1.590 -0.73 0.26 0.32
C -3.111 0.099 1.684 0.49 -0.15 0.09
C -3.721 0.313 2.908 0.37 -0.09 0.10
C -2.947 0.214 4.044 -0.50 0.11 0.02
C -1.582 -0.118 3.963 0.01 -0.04 -0.80
H 1.214 -0.776 5.815 0.02 -0.02 0.02
H 3.124 -1.380 4.352 0.14 0.01 0.16
H 4.040 -1.613 2.047 0.10 -0.03 -0.03
H 2.517 -1.208 0.120 0.03 -0.04 -0.14
H -3.670 0.138 0.762 -0.10 0.06 -0.20
H -4.773 0.538 2.966 -0.12 0.05 0.03
H -3.389 0.376 5.020 0.04 -0.03 -0.34
S 4.044 3.397 -3.072 0.06 -0.27 0.21
C 2.851 2.387 -2.190 0.30 0.29 -0.38
C 2.870 2.252 -0.807 -0.27 -0.27 0.00
C 1.936 1.427 -0.206 0.40 0.37 0.01
N 1.019 0.734 -0.884 0.52 0.34 -0.59
C 0.944 0.955 -2.194 0.10 0.18 -0.50
C 1.824 1.763 -2.891 -0.09 -0.10 0.34
C 5.387 2.188 -3.204 -0.39 0.20 -0.05
C 5.534 1.498 -4.399 0.14 -0.13 -0.04
C 6.616 0.626 -4.506 -0.87 0.63 -0.10
N 7.452 0.473 -3.515 1.60 -1.38 -0.19
C 7.340 1.114 -2.382 -0.78 0.69 0.28
C 6.292 2.007 -2.169 0.15 -0.05 0.05
H 3.587 2.781 -0.201 0.12 0.06 0.04
H 1.917 1.339 0.868 0.06 0.05 0.13
H 0.141 0.458 -2.716 -0.08 -0.12 -0.15
H 1.723 1.901 -3.954 0.00 -0.02 -0.15
H 4.860 1.637 -5.229 -0.11 0.10 -0.03
H 6.802 0.060 -5.409 -0.01 -0.02 -0.08
H 8.097 0.934 -1.631 0.04 0.01 0.09
H 6.222 2.553 -1.242 -0.07 0.15 0.08
S 1.564 -4.358 -0.983 -0.24 0.67 -0.04
C 1.820 -3.338 -2.333 -0.13 -0.03 0.19
C 1.173 -2.157 -2.160 0.45 -0.21 -0.61
N 0.487 -2.035 -0.990 0.07 -0.63 -0.29
C 0.616 -3.131 -0.284 0.29 -1.02 -0.12
H 2.408 -3.656 -3.171 0.13 -0.04 -0.21
H 1.176 -1.357 -2.874 0.07 0.07 -0.15
H 0.148 -3.273 0.668 -0.04 -0.11 0.22
```
Positions in Å, forces in eV/Å.

## Properties
Total charge = +3
E = -112961.403 eV
Spin multiplicity = 6
<S²> = 8.758
Gap between HOMO and LUMO (spin up / spin down) = 5.8371 / 4.9276 eV
E_HOMO (spin up / spin down) = -15.0 / -15.0 eV

From a Mulliken analysis of the wavefunction, the atomic charges in e read:
1 Fe -0.08
2 C -1.02
3 N 0.19
4 C -1.00
5 C 1.00
6 O -0.51
7 C -1.30
8 O 0.38
9 C -1.63
10 C 0.85
11 O -0.59
12 N 0.16
13 C -1.05
14 C -1.02
15 H 0.36
16 H 0.39
17 H 0.36
18 H 0.39
19 H 0.35
20 H 0.25
21 H 0.32
22 H 0.67
23 H 0.37
24 H 0.81
25 H 0.42
26 H 0.35
27 H 0.36
28 H 0.30
29 H 0.36
30 H 0.40
31 O -0.59
32 N 1.04
33 O -0.62
34 C -1.18
35 C -0.46
36 C 0.85
37 C -0.94
38 C -1.25
39 C -0.03
40 N 1.08
41 C -0.13
42 C 0.61
43 N 0.83
44 C -0.06
45 C -1.57
46 C -0.46
47 C 0.75
48 H 0.68
49 H 0.57
50 H 0.57
51 H 0.60
52 H 0.38
53 H 0.58
54 H 0.73
55 S -0.07
56 C -0.25
57 C -0.77
58 C -0.41
59 N 0.50
60 C -0.66
61 C -1.28
62 C 0.49
63 C -0.21
64 C -0.46
65 N -0.51
66 C -0.47
67 C -0.19
68 H 0.60
69 H 0.51
70 H 0.84
71 H 0.58
72 H 0.43
73 H 0.39
74 H 0.39
75 H 0.40
76 S -0.05
77 C -0.35
78 C -0.87
79 N 0.68
80 C -0.21
81 H 0.50
82 H 0.40
83 H 0.24



[2]
Here is a structure of composition C41H41O2P3RhS2Si at a distorted geometry from OMol25. Energies are from the ωB97M-V functional and the def2-TZVPD basis.

Geometry as XYZ:
```
91
Properties=species:S:1:pos:R:3:forces:R:3
Rh -0.713 -0.398 0.014 0.10 0.82 -0.59
C -1.795 -1.140 3.680 -0.44 -0.14 -0.13
Si -0.659 -0.447 2.366 0.89 0.10 -1.37
C 0.933 -1.511 2.475 -0.23 0.29 0.78
C 1.117 -2.374 3.565 0.12 0.10 0.09
C 2.269 -3.134 3.724 -0.25 0.02 0.12
C 3.291 -3.024 2.801 0.18 0.13 -0.22
C 3.128 -2.179 1.711 -0.04 0.03 0.12
C 1.952 -1.441 1.526 0.63 -1.12 -0.73
P 1.708 -0.572 -0.089 -0.33 0.60 0.59
C 3.208 0.499 0.028 -0.30 0.64 -0.05
C 3.511 1.105 1.254 0.06 -0.13 -0.01
C 4.630 1.912 1.397 -0.15 0.00 0.07
C 5.461 2.151 0.311 0.04 0.10 -0.01
C 5.141 1.610 -0.922 -0.13 -0.06 -0.14
C 4.009 0.809 -1.070 0.08 -0.05 0.07
C 2.145 -1.548 -1.579 0.24 -0.73 0.60
C 1.244 -1.602 -2.631 0.08 0.23 -0.27
C 1.501 -2.390 -3.746 -0.06 0.08 -0.01
C 2.644 -3.169 -3.803 -0.04 -0.02 -0.07
C 3.555 -3.125 -2.759 0.13 0.07 0.17
C 3.310 -2.311 -1.661 0.16 -0.03 -0.11
C -0.457 1.388 2.867 0.16 -0.19 0.40
C -0.323 1.774 4.209 0.05 0.06 -0.04
C -0.364 3.108 4.591 -0.03 -0.13 0.04
C -0.576 4.095 3.636 -0.02 -0.01 -0.15
C -0.703 3.737 2.303 0.05 -0.03 0.06
C -0.615 2.394 1.917 0.03 0.53 -0.13
P -0.731 1.929 0.148 -0.05 -1.12 1.06
C 0.626 2.792 -0.695 -0.03 -0.31 -0.39
C 0.713 2.547 -2.071 0.01 -0.01 0.06
C 1.639 3.218 -2.852 -0.01 -0.07 -0.02
C 2.506 4.127 -2.259 0.09 0.03 0.02
C 2.464 4.330 -0.888 0.04 -0.03 0.09
C 1.531 3.660 -0.101 0.04 0.07 -0.06
C -2.193 2.860 -0.420 -0.17 -0.23 0.00
C -2.165 3.904 -1.338 -0.11 0.06 0.08
C -3.346 4.559 -1.683 0.09 -0.02 0.01
C -4.552 4.169 -1.123 -0.02 0.01 -0.02
C -4.587 3.117 -0.216 0.05 -0.05 0.07
C -3.415 2.462 0.128 -0.05 0.06 -0.02
H -1.375 -0.970 4.680 -0.08 -0.03 -0.14
H -1.945 -2.217 3.543 0.00 0.13 0.05
H -2.773 -0.649 3.634 0.11 -0.07 0.06
H 0.339 -2.452 4.318 0.08 0.01 -0.06
H 2.372 -3.800 4.575 -0.03 0.05 -0.06
H 4.207 -3.592 2.923 -0.05 0.04 -0.04
H 3.932 -2.082 0.993 -0.01 -0.03 0.15
H 2.874 0.912 2.110 0.02 0.03 0.05
H 4.854 2.358 2.360 -0.03 -0.05 -0.03
H 6.344 2.771 0.423 -0.06 -0.06 0.00
H 5.773 1.809 -1.780 -0.07 -0.02 0.02
H 3.767 0.403 -2.042 0.03 -0.02 -0.05
H 0.354 -0.991 -2.593 -0.23 -0.04 0.04
H 0.801 -2.398 -4.572 -0.05 0.00 0.02
H 2.828 -3.805 -4.661 0.00 0.04 0.02
H 4.464 -3.715 -2.804 -0.06 0.03 0.03
H 4.048 -2.253 -0.871 -0.05 -0.08 -0.15
H -0.191 1.015 4.975 -0.01 0.05 -0.05
H -0.261 3.377 5.637 0.00 -0.02 -0.07
H -0.652 5.136 3.931 0.01 -0.05 -0.03
H -0.881 4.502 1.554 0.01 -0.01 0.02
H 0.036 1.828 -2.523 0.01 0.05 -0.02
H 1.691 3.030 -3.918 -0.02 0.01 0.06
H 3.227 4.665 -2.865 -0.03 -0.05 0.05
H 3.167 5.010 -0.421 -0.04 -0.04 -0.01
H 1.517 3.817 0.969 -0.02 0.04 0.02
H -1.231 4.219 -1.781 0.02 0.03 -0.01
H -3.315 5.381 -2.389 0.01 -0.04 0.01
H -5.468 4.680 -1.398 0.06 -0.03 0.02
H -5.528 2.805 0.221 0.05 0.00 -0.03
H -3.437 1.625 0.818 -0.03 0.03 -0.02
C -5.064 -4.441 0.826 -0.03 -0.01 0.00
C -3.679 -3.862 0.994 -0.20 0.13 -0.16
O -3.610 -2.607 0.285 0.04 0.00 0.04
P -2.580 -2.358 -0.904 -0.74 -0.09 -0.18
S -2.737 -0.444 -1.432 0.18 -0.25 -0.06
S -0.769 -3.021 -0.419 -0.10 0.98 0.27
O -3.262 -3.268 -2.049 0.18 -0.09 0.12
C -2.774 -3.212 -3.400 0.03 -0.14 0.10
C -3.576 -4.188 -4.228 0.01 -0.03 0.03
H -5.139 -5.376 1.386 -0.04 0.02 -0.02
H -5.266 -4.643 -0.227 0.01 0.01 0.06
H -5.820 -3.748 1.200 0.04 -0.05 -0.02
H -2.919 -4.545 0.624 0.14 -0.05 -0.04
H -3.464 -3.644 2.039 0.05 0.03 0.06
H -1.713 -3.471 -3.404 0.07 0.01 0.00
H -2.884 -2.193 -3.771 -0.02 0.10 0.01
H -3.416 -5.210 -3.880 -0.02 0.05 -0.03
H -3.271 -4.122 -5.276 -0.03 -0.02 0.07
H -4.640 -3.957 -4.156 0.04 -0.01 -0.04
```
Positions in Å, forces in eV/Å.

## Properties
Total charge = 0
E = -107705.719 eV
Spin multiplicity = 2
<S²> = 0.757
Gap between HOMO and LUMO (spin up / spin down) = 6.0518 / 7.7464 eV
E_HOMO (spin up / spin down) = -5.8 / -7.6 eV

From a Mulliken analysis of the wavefunction, the atomic charges in e read:
1 Rh -0.87
2 C -1.44
3 Si 1.77
4 C 0.85
5 C -0.72
6 C -0.85
7 C -1.04
8 C -0.50
9 C -0.38
10 P 2.55
11 C 0.06
12 C -0.47
13 C -0.71
14 C -0.53
15 C -0.68
16 C -0.62
17 C 0.34
18 C -0.16
19 C -0.70
20 C -0.64
21 C -0.91
22 C 0.00
23 C 0.17
24 C -0.64
25 C -0.86
26 C -0.81
27 C -0.12
28 C -0.52
29 P 2.27
30 C 0.35
31 C -0.63
32 C -0.81
33 C -0.60
34 C -0.68
35 C -0.47
36 C 0.52
37 C -0.20
38 C -0.63
39 C -0.56
40 C -0.68
41 C -0.71
42 H 0.42
43 H 0.28
44 H 0.32
45 H 0.33
46 H 0.40
47 H 0.42
48 H 0.19
49 H 0.30
50 H 0.45
51 H 0.38
52 H 0.42
53 H 0.49
54 H 0.16
55 H 0.44
56 H 0.37
57 H 0.42
58 H 0.18
59 H 0.32
60 H 0.42
61 H 0.41
62 H 0.51
63 H 0.46
64 H 0.45
65 H 0.38
66 H 0.39
67 H 0.45
68 H 0.34
69 H 0.42
70 H 0.37
71 H 0.42
72 H 0.34
73 C -1.33
74 C -0.10
75 O -0.34
76 P 1.14
77 S -0.73
78 S -0.53
79 O -0.25
80 C 0.00
81 C -1.43
82 H 0.41
83 H 0.26
84 H 0.31
85 H 0.39
86 H 0.21
87 H 0.19
88 H 0.35
89 H 0.32
90 H 0.40
91 H 0.33



[3]
Here is a structure of composition C28H47B3N12O4S2 at a distorted geometry from OMol25. Energies are from the ωB97M-V functional and the def2-TZVPD basis.

Geometry as XYZ:
```
96
Properties=species:S:1:pos:R:3:forces:R:3
C 7.680 2.229 -0.243 -0.72 0.02 -1.28
C 7.011 3.384 -1.041 1.38 0.31 0.61
O 6.058 4.130 -0.302 -0.13 -0.49 -0.14
C 5.023 3.355 0.266 -1.04 0.26 -0.53
C 4.396 2.268 -0.665 -0.11 0.02 0.88
B 2.847 2.188 -0.409 0.49 0.20 1.09
O 2.318 1.008 0.173 0.48 -0.17 -1.28
B 1.483 0.456 -0.775 -0.25 0.16 0.73
S 1.617 -1.274 -1.383 -0.47 -0.40 -0.32
O 0.500 1.290 -1.297 0.42 -0.26 -0.44
B 0.960 2.568 -1.558 -0.11 1.66 -0.05
S 0.246 3.508 -2.951 -0.91 -0.48 -0.56
O 1.938 3.183 -0.762 0.35 -1.47 -0.84
H 7.587 2.363 0.835 0.22 0.09 -0.13
H 8.719 2.168 -0.592 -0.28 -0.13 0.45
H 7.162 1.312 -0.555 0.31 -0.10 0.44
H 6.644 3.047 -2.019 -0.23 -0.09 0.29
H 7.819 4.091 -1.267 -0.38 0.15 0.01
H 5.295 2.877 1.218 0.29 0.06 -0.19
H 4.223 4.070 0.503 0.37 0.11 0.05
H 4.552 2.462 -1.732 0.10 0.16 0.18
H 4.841 1.306 -0.389 -0.06 0.06 -0.43
H 2.914 -1.383 -1.735 -0.10 0.44 0.47
H 1.228 4.210 -3.546 0.32 -0.11 0.84
C 10.482 -1.205 -0.176 -0.01 0.09 -0.07
C 10.480 -0.070 -1.097 0.04 -0.19 0.12
N 10.479 0.821 -1.818 0.03 0.07 -0.09
H 9.479 -1.623 -0.104 0.00 0.00 0.00
H 11.162 -1.974 -0.538 0.00 0.00 0.00
H 10.804 -0.879 0.811 0.00 0.00 0.00
C -1.070 4.727 0.251 -0.07 -0.13 0.23
C -2.045 5.254 1.206 0.22 0.38 -0.18
N -2.822 5.668 1.945 2.00 2.12 -1.01
H -1.455 3.817 -0.214 0.01 0.04 -0.03
H -0.878 5.464 -0.524 -0.04 -0.02 -0.02
H -0.137 4.497 0.766 -0.01 -0.02 0.01
C -4.615 5.142 -2.479 0.21 0.03 -0.01
C -3.454 5.958 -2.137 -0.13 -0.19 -0.09
N -2.532 6.584 -1.868 0.09 0.15 -0.04
H -4.284 4.161 -2.821 0.04 0.01 0.00
H -5.251 5.020 -1.608 0.01 0.06 0.01
H -5.187 5.622 -3.270 -0.05 0.00 0.05
C -2.808 -0.034 -1.287 0.04 0.03 -0.12
C -2.838 1.055 -2.263 0.01 -0.14 0.20
N -2.861 1.915 -3.022 -0.10 0.03 -0.06
H -3.815 -0.417 -1.132 -0.01 0.05 0.02
H -2.168 -0.838 -1.648 0.04 0.02 0.03
H -2.416 0.332 -0.340 0.01 0.00 -0.01
C 1.015 -3.201 1.877 0.34 -0.11 0.26
C 1.958 -4.035 2.622 -0.10 0.20 -0.11
N 2.697 -4.691 3.205 0.04 -0.15 0.09
H 1.176 -3.319 0.810 -0.04 0.03 0.00
H -0.002 -3.491 2.115 0.00 0.02 0.02
H 1.156 -2.155 2.144 0.02 0.00 -0.03
C 0.745 -0.906 -5.612 0.05 0.05 0.01
C 1.972 -0.223 -5.214 -0.16 -0.07 0.03
N 2.934 0.311 -4.889 0.09 0.04 0.07
H 0.982 -1.894 -6.003 0.00 0.01 0.00
H 0.088 -1.011 -4.750 0.02 0.03 0.02
H 0.234 -0.330 -6.381 0.00 0.01 0.01
C -8.088 2.845 -0.391 -0.06 0.10 -0.06
C -7.858 3.840 -1.435 -0.10 -0.15 0.15
N -7.677 4.609 -2.267 -0.09 0.02 -0.11
H -9.157 2.705 -0.242 0.00 0.04 0.00
H -7.642 1.899 -0.690 0.03 0.07 0.14
H -7.638 3.176 0.544 0.04 -0.01 -0.02
C 3.352 -7.730 4.931 0.10 -0.08 0.11
C 4.004 -8.679 5.832 -0.12 0.14 -0.15
N 4.515 -9.423 6.539 0.04 -0.08 0.07
H 3.751 -7.840 3.925 -0.01 0.04 0.00
H 2.280 -7.916 4.910 0.00 0.01 -0.01
H 3.528 -6.711 5.270 -0.01 0.02 -0.07
C -2.723 -5.679 0.556 0.06 0.14 -0.01
C -2.073 -4.372 0.471 -0.16 -0.19 -0.08
N -1.560 -3.349 0.403 -0.18 0.10 -0.14
H -2.272 -6.267 1.353 -0.03 -0.04 -0.02
H -3.783 -5.552 0.767 0.01 -0.03 0.02
H -2.609 -6.212 -0.385 0.01 -0.01 0.01
C -5.269 2.745 4.560 0.12 0.12 -0.06
C -4.610 3.537 3.519 -0.03 0.03 0.27
N -4.091 4.177 2.715 -2.19 -2.56 0.85
H -4.844 1.743 4.587 -0.01 0.00 0.01
H -5.129 3.216 5.532 -0.01 -0.01 0.00
H -6.334 2.673 4.351 0.00 -0.01 0.02
C -7.616 -0.114 -3.356 0.02 0.06 0.09
C -6.877 -0.040 -2.098 -0.01 -0.14 -0.25
N -6.290 0.012 -1.113 0.02 -0.04 0.04
H -7.773 0.888 -3.751 0.02 0.00 0.00
H -7.052 -0.699 -4.080 0.01 0.01 0.01
H -8.582 -0.588 -3.189 0.01 0.00 0.00
C -2.072 -7.458 4.682 -0.07 -0.06 -0.09
C -2.919 -7.961 3.601 0.11 0.04 0.20
N -3.585 -8.355 2.755 -0.01 0.04 -0.11
H -1.164 -8.055 4.748 -0.01 0.00 0.00
H -1.802 -6.420 4.490 0.00 0.00 0.01
H -2.607 -7.517 5.628 0.00 0.00 0.00
```
Positions in Å, forces in eV/Å.

## Properties
Total charge = 0
E = -79571.594 eV
Gap between HOMO and LUMO = 8.9032 eV
E_HOMO = -9.1 eV

From a Mulliken analysis of the wavefunction, the atomic charges in e read:
1 C -0.80
2 C -0.40
3 O -0.50
4 C -0.54
5 C -0.17
6 B 0.03
7 O -0.07
8 B 0.53
9 S -0.48
10 O -0.11
11 B 0.22
12 S -0.31
13 O -0.35
14 H 0.27
15 H 0.32
16 H 0.22
17 H 0.19
18 H 0.44
19 H 0.27
20 H 0.44
21 H 0.34
22 H 0.16
23 H 0.08
24 H 0.10
25 C -0.82
26 C 0.42
27 N -0.42
28 H 0.26
29 H 0.32
30 H 0.26
31 C -0.34
32 C 0.10
33 N -0.41
34 H 0.05
35 H 0.38
36 H 0.28
37 C -0.63
38 C 0.38
39 N -0.48
40 H 0.24
41 H 0.11
42 H 0.35
43 C -0.53
44 C 0.41
45 N -0.50
46 H 0.25
47 H 0.19
48 H 0.21
49 C -0.52
50 C 0.30
51 N -0.37
52 H 0.15
53 H 0.18
54 H 0.23
55 C -0.69
56 C 0.37
57 N -0.41
58 H 0.30
59 H 0.17
60 H 0.30
61 C -0.46
62 C 0.42
63 N -0.45
64 H 0.30
65 H -0.07
66 H 0.25
67 C -0.54
68 C 0.24
69 N -0.35
70 H 0.27
71 H 0.11
72 H 0.27
73 C -0.67
74 C 0.46
75 N -0.44
76 H 0.09
77 H 0.29
78 H 0.28
79 C -0.85
80 C 0.30
81 N -0.27
82 H 0.26
83 H 0.26
84 H 0.26
85 C -0.81
86 C 0.48
87 N -0.53
88 H 0.28
89 H 0.31
90 H 0.30
91 C -0.68
92 C 0.35
93 N -0.40
94 H 0.20
95 H 0.26
96 H 0.30



> total charge of number 1 (C33H34FeN8O5S2)?

+3